{"formula": "H20O10", "method": "the ωB97M-V functional and the def2-TZVPD basis", "lumo_ev": -0.77, "fmax_ev_per_a": 5.22, "smiles": "O.O.O.O.O.O.O.O.O.O", "spin_multiplicity": 1, "symbols": ["O", "H", "H", "O", "O", "H", "H", "H", "H", "O", "H", "H", "O", "O", "H", "H", "H", "O", "H", "H", "O", "H", "H", "O", "O", "H", "H", "H", "H", "H"], "positions_angstrom": [[-2.551003, -5.214182, -0.296932], [4.237870, 1.114156, 4.037128], [0.691878, 3.253103, -4.082048], [2.060314, 0.782959, 2.194831], [-1.326141, 1.207857, 2.548597], [1.268278, -0.257938, -0.428125], [-2.918447, -0.361945, -2.365553], [1.200134, -1.897976, 3.519037], [-1.002409, 0.291876, 2.571804], [2.767048, 1.043932, -2.331746], [0.106736, -0.828642, 0.527487], [-2.727564, 1.939010, -1.223568], [0.993062, 2.421026, -4.200471], [0.248667, -1.777405, 3.671854], [4.192697, 0.209182, 2.883806], [0.229374, -0.842386, 3.808610], [1.064864, 2.143810, -3.284545], [-3.728831, -0.530792, -2.922614], [-2.156811, -5.902529, 0.195111], [-2.083756, -4.399338, 0.115103], [-3.406315, 1.366180, -1.568182], [-3.827228, 1.848460, -2.287095], [1.945374, -0.077116, 2.389640], [4.399343, 1.119088, 3.037936], [0.313536, -0.451952, -0.375685], [2.484470, 0.822321, 1.295302], [2.896989, 0.702599, -1.491672], [-4.079568, 0.265651, -3.264169], [-1.539468, 1.413898, 1.654540], [1.859149, 0.830120, -2.631484]], "forces_ev_per_a": [[0.7723, 3.3887, 0.4462], [0.4402, 0.6120, -1.9749], [-1.5811, 4.4877, 0.0457], [0.3884, 4.4470, -2.7024], [0.3851, -0.6165, 1.3584], [-0.8443, -0.3649, 0.4327], [-1.8520, 0.2259, -1.2316], [-0.3609, -0.5379, 0.1423], [-0.3685, 0.5703, -0.3416], [-1.0821, 1.0555, -2.7840], [0.7217, 0.7018, -1.5390], [0.2619, 0.5742, 0.1523], [1.2096, -4.0060, -0.1829], [0.8545, -0.5386, -0.5771], [-0.0695, -0.8266, -0.6452], [-0.4459, 1.1466, 0.5283], [0.1849, -0.0455, -0.0191], [1.4703, -2.7843, 0.3511], [0.5743, -1.5093, 0.7822], [-1.3530, -1.8931, -1.2256], [0.0461, 0.8025, 0.7588], [0.1148, 0.2400, 0.2395], [-0.6609, -4.6898, 0.8190], [0.6593, 0.4258, 2.9415], [-0.0290, -0.4034, 1.0713], [-0.6020, 0.0469, 1.6115], [0.2667, -1.0714, 2.3850], [-0.0120, 0.9453, -0.2817], [-0.1415, 0.0100, -1.0493], [1.0525, -0.3926, 0.4885]], "mulliken_charge": [-0.629, 0.320, 0.278, -0.520, -0.582, 0.204, 0.372, 0.312, 0.265, -0.601, 0.308, 0.288, -0.549, -0.634, 0.281, 0.336, 0.254, -0.609, 0.312, 0.318, -0.636, 0.328, 0.194, -0.581, -0.521, 0.292, 0.284, 0.252, 0.305, 0.360]}

=====

{"formula": "H20O10", "method": "the ωB97M-V functional and the def2-TZVPD basis", "lumo_ev": 0.03, "fmax_ev_per_a": 0.62, "smiles": "O.O.O.O.O.O.O.O.O.O", "spin_multiplicity": 1, "symbols": ["H", "H", "H", "O", "O", "H", "O", "H", "H", "O", "O", "H", "O", "O", "H", "H", "O", "H", "H", "H", "H", "O", "H", "H", "H", "H", "H", "O", "H", "H"], "positions_angstrom": [[0.515710, -2.813276, 0.956131], [2.304405, -2.541755, 2.652349], [2.805289, 0.896122, 0.741883], [-0.383509, 0.109667, 0.370615], [1.720404, -1.970170, 2.142340], [-1.562184, 1.972184, -2.943178], [-0.813247, -1.110170, 2.892136], [-1.138425, -0.589894, 2.136617], [-4.236819, 1.864711, -0.897735], [1.641911, 1.535614, -2.367363], [-1.144381, -1.490494, -2.914361], [-1.479032, -2.053120, -3.620298], [-1.130834, 2.075263, -2.088011], [-3.452482, 1.452124, -0.518343], [-1.795519, 1.787044, -1.438680], [2.294840, -1.237015, 1.832392], [0.484201, 2.478082, 1.612142], [-3.586529, 1.496985, 0.436258], [0.304863, -0.564708, 0.278985], [0.774776, 1.947832, -2.204810], [-0.094373, 3.079124, 1.132824], [0.164425, -3.280515, 0.175478], [0.137319, -1.209998, 2.728838], [-1.878958, -1.415201, -2.295587], [0.198017, 1.586480, 1.336451], [0.716553, -4.062776, 0.091614], [4.066032, 0.027609, 0.723562], [3.203178, 0.115769, 1.144581], [-0.799094, 0.149386, -0.501295], [2.163470, 1.765090, -1.595548]], "forces_ev_per_a": [[-0.0546, -0.3515, -0.2279], [-0.1748, -0.0063, 0.0586], [-0.1524, 0.0622, 0.1911], [0.0062, -0.1608, -0.2194], [0.5732, 0.2243, 0.0153], [0.1226, -0.0736, 0.0252], [-0.2944, 0.3503, -0.1791], [0.2678, -0.3557, 0.3890], [0.0831, -0.0254, -0.0058], [-0.0841, 0.1478, 0.0785], [-0.1592, 0.1596, -0.0210], [0.0529, -0.0029, 0.0513], [-0.2259, -0.0360, 0.1467], [-0.1115, -0.0002, 0.1256], [-0.0464, 0.2965, -0.1737], [-0.1146, -0.1608, -0.0131], [0.1035, -0.2208, -0.0415], [0.0913, -0.0591, -0.0686], [-0.1742, -0.0486, -0.1457], [0.0973, -0.3066, -0.0378], [0.0560, -0.0379, -0.0167], [-0.0434, 0.2216, 0.1612], [-0.2499, -0.0996, 0.1388], [0.0377, -0.1534, -0.0096], [-0.0421, 0.3976, -0.0315], [0.0086, 0.0510, -0.0319], [-0.0960, -0.0652, 0.0398], [0.2065, 0.1309, -0.1841], [0.2667, 0.0192, -0.0103], [0.0502, 0.1034, -0.0033]], "mulliken_charge": [0.423, 0.280, 0.278, -0.461, -0.660, 0.301, -0.667, 0.370, 0.272, -0.620, -0.604, 0.286, -0.607, -0.615, 0.296, 0.408, -0.642, 0.310, 0.256, 0.346, 0.287, -0.625, 0.343, 0.303, 0.414, 0.265, 0.308, -0.661, 0.127, 0.290]}

=====

{"formula": "H20O10", "method": "the ωB97M-V functional and the def2-TZVPD basis", "lumo_ev": [-2.88, -11.30], "total_charge": 1, "fmax_ev_per_a": 2.09, "spin_multiplicity": 2, "symbols": ["H", "O", "H", "H", "H", "H", "H", "O", "H", "H", "O", "H", "H", "O", "H", "H", "O", "H", "H", "O", "H", "O", "O", "H", "H", "H", "H", "O", "H", "O"], "positions_angstrom": [[3.862118, -0.047263, -2.079558], [-2.198392, 0.217227, -3.153088], [-1.306752, 0.065467, -2.839748], [1.502158, -0.770753, 3.816292], [2.980928, 2.444807, 0.916052], [-2.298942, 2.410337, 1.339462], [0.601728, -0.942093, -2.790438], [-2.287142, 3.095637, 2.007632], [-0.687492, 0.513917, 0.035632], [-1.689042, -2.229703, -0.163818], [-2.646342, 0.783767, 0.344872], [2.777238, -0.236833, -1.040818], [0.519148, 0.116977, 0.859262], [1.636328, -0.915483, 2.879662], [0.894238, -3.417333, 0.679332], [-2.097792, -2.840743, 1.159602], [0.369668, -0.013473, -2.796828], [-3.362582, 0.836377, -0.287948], [2.426098, -0.416753, 2.670472], [2.565578, 2.839117, 0.149092], [-3.039912, 2.899877, 2.565522], [0.970228, -2.481053, 0.495372], [0.267798, 0.463047, 0.002942], [1.269088, -2.097923, 1.320072], [0.363048, 0.238597, -1.873438], [2.122668, 2.110187, -0.285328], [-2.180502, -0.057093, -4.069968], [3.707378, -0.395673, -1.201548], [-2.758732, -0.069363, 0.764132], [-2.281812, -2.103793, 0.577122]], "forces_ev_per_a": [[0.1641, 0.1200, -0.2972], [-2.0171, 0.4640, 0.2553], [1.9437, -0.1924, 0.2279], [-0.1484, -0.0696, 0.3187], [0.3221, -0.0603, 0.3489], [-0.0372, -0.9459, -0.8257], [0.3044, -0.4225, -0.0389], [0.5311, 0.8247, 0.2888], [-0.7822, 0.2004, 0.0957], [0.3277, -0.0497, -0.1415], [0.3693, 0.6233, -0.0066], [-0.3198, -0.1359, 0.0129], [0.1729, -0.3727, 0.3530], [-0.1923, 0.0948, -0.4755], [0.1358, -0.2955, -0.0103], [0.0063, -0.1595, 0.2299], [-0.4157, 0.0572, -0.4587], [-0.2248, 0.1002, -0.3418], [0.4075, 0.0527, -0.0056], [-0.0755, 0.3887, -0.0926], [-0.5169, -0.0118, 0.4792], [-0.3259, 0.0248, -0.5358], [0.5408, 0.3629, -0.4235], [0.1305, 0.1343, 0.5487], [0.4396, 0.1411, 0.9215], [-0.3399, -0.3264, -0.2712], [-0.1213, -0.1444, -0.7830], [0.0556, 0.0127, 0.3130], [0.0055, -0.8442, 0.2994], [-0.3400, 0.4292, 0.0152]], "mulliken_charge": [0.339, -0.363, 0.450, 0.306, 0.346, 0.431, 0.365, -0.411, 0.245, 0.292, -0.709, 0.268, 0.256, -0.664, 0.281, 0.309, -0.747, 0.311, 0.305, -0.509, 0.359, -0.556, -0.392, 0.343, 0.339, 0.315, 0.370, -0.604, 0.335, -0.610]}